No. 1
DFT (ωB97M-V/def2-TZVPD) results for a structure of composition C19H29N5O3PdS.

Values from the calculation:
gap between HOMO and LUMO = 7.7367 eV
HOMO = -13.902 eV
relative energy (zero: lowest compared OMol25 entry of this formula, charge and spin) = 0.0 kcal/mol
E_LUMO = -6.17 eV
total charge = +2

Structure (XYZ):
```
58
Properties=species:S:1:pos:R:3:forces:R:3
Pd -0.684 1.119 0.715 -0.21 -0.23 -0.21
N -0.691 -0.900 0.499 0.16 -0.02 0.03
C 0.658 -1.337 0.015 -0.05 0.10 0.05
C 0.518 -2.356 -1.127 -0.02 0.00 -0.01
C 1.614 -2.449 -2.196 -0.02 -0.04 0.00
C 3.052 -2.767 -1.793 0.01 0.04 -0.03
N 3.187 -3.885 -0.852 0.03 0.04 0.08
C 3.861 -3.841 0.298 -0.11 -0.17 -0.23
N 4.245 -4.988 0.869 0.01 0.07 0.04
N 4.129 -2.688 0.896 -0.10 0.39 0.01
C 1.438 -0.075 -0.379 0.35 -0.07 0.06
O 2.657 -0.098 -0.308 0.06 -0.25 -0.08
O 0.721 0.932 -0.757 -0.20 0.07 0.10
H -1.017 -1.431 1.304 0.03 0.05 0.06
H -1.372 -1.031 -0.247 -0.06 -0.08 0.07
H 1.176 -1.775 0.868 0.00 0.00 0.01
H -0.388 -2.096 -1.683 0.00 -0.02 0.00
H 0.329 -3.341 -0.693 0.02 0.00 0.01
H 1.653 -1.517 -2.766 0.03 0.01 0.03
H 1.272 -3.209 -2.902 0.01 0.01 -0.02
H 3.535 -1.895 -1.367 -0.06 0.00 0.00
H 3.611 -3.024 -2.694 0.01 0.00 0.00
H 2.962 -4.805 -1.199 -0.01 -0.01 0.00
H 4.261 -5.849 0.349 0.00 0.00 -0.01
H 4.653 -4.998 1.788 0.00 -0.01 0.01
H 3.748 -1.801 0.561 0.06 -0.15 0.01
H 4.791 -2.663 1.654 -0.01 0.05 0.00
C -1.312 5.343 -0.711 0.02 0.01 0.02
S -0.497 3.760 -0.809 0.08 0.03 -0.02
O -0.829 3.167 0.592 0.06 0.07 0.00
C -1.559 2.917 -1.947 -0.01 -0.01 0.03
C -1.001 2.497 -3.144 0.01 0.01 -0.01
C -1.805 1.828 -4.057 0.00 0.00 0.00
C -3.134 1.570 -3.752 0.00 0.00 0.00
C -3.675 1.980 -2.537 0.00 0.01 0.00
C -2.888 2.661 -1.625 -0.01 0.01 -0.02
H -2.348 5.203 -0.411 0.00 0.00 -0.01
H -1.250 5.802 -1.697 0.00 0.00 0.00
H -0.770 5.946 0.014 0.00 0.00 0.00
H 0.043 2.689 -3.357 0.00 0.00 0.01
H -1.393 1.511 -5.006 0.00 0.00 0.00
H -3.758 1.051 -4.468 0.00 0.00 0.00
H -4.715 1.784 -2.313 0.00 0.00 0.00
H -3.301 2.994 -0.680 0.00 -0.01 0.00
N -0.158 2.621 3.351 -0.14 0.09 0.28
C -0.860 1.484 3.299 -0.08 -0.03 -0.05
C -0.490 0.377 4.112 0.05 -0.04 -0.13
C -1.260 -0.748 4.124 -0.05 -0.02 0.01
C -2.437 -0.871 3.337 0.02 -0.05 0.04
C -2.808 0.170 2.544 0.02 0.03 -0.08
C -1.998 1.345 2.431 0.07 0.18 0.03
H 0.595 2.727 4.009 0.02 -0.01 -0.03
H -0.452 3.433 2.832 0.04 -0.04 -0.07
H 0.375 0.462 4.758 0.00 0.00 0.00
H -0.983 -1.564 4.781 0.01 0.00 0.00
H -3.051 -1.757 3.420 0.00 0.01 0.00
H -3.729 0.129 1.976 0.00 0.01 0.00
H -2.470 2.258 2.082 -0.04 -0.02 0.02
```
Forces are in eV/Å.

Results of the Löwdin charge analysis, in e, for atoms 1 through 4: number 1, Pd, carries 0.99; number 2, N, carries 0.01; number 3, C, carries -0.25; number 4, C, carries -0.13

---

No. 2
DFT (ωB97M-V/def2-TZVPD) results for a cluster of 3 separate species, C13H37B4FN2O7Si in total.

Values from the calculation:
gap between HOMO and LUMO = 9.6101 eV
HOMO = -9.323 eV
E_LUMO = 0.29 eV
SMILES = C[Si](C)(C)B1OB(CCF)OB(B(O)O)O1.COC[C@@H](C)N.COC[C@@H](C)N

Structure (XYZ):
```
65
Properties=species:S:1:pos:R:3:forces:R:3
C -3.386 -2.558 3.897 -0.12 -0.02 -0.04
Si -2.484 -3.841 2.877 -0.03 -0.05 -0.02
C -3.600 -4.600 1.567 0.06 0.00 0.03
C -1.890 -5.237 3.989 -0.01 -0.06 -0.10
B -0.817 -3.153 1.967 -0.05 0.40 -0.47
O -0.191 -1.937 2.211 0.08 -0.17 0.07
B 1.066 -1.712 1.666 0.03 0.18 -0.31
C 1.595 -0.267 1.379 0.07 -0.01 0.32
C 0.862 0.883 2.061 0.02 0.07 0.03
F 1.667 1.418 3.083 -0.10 -0.10 -0.12
O 1.847 -2.810 1.333 -0.19 -0.08 0.49
B 1.216 -4.046 1.317 0.05 0.24 -0.61
B 2.011 -5.514 1.734 0.08 -0.03 -0.14
O 2.021 -6.645 0.967 0.08 0.14 -0.19
O 2.652 -5.639 2.940 -0.22 0.18 0.13
O -0.157 -4.001 1.071 0.04 -0.51 0.85
H -2.797 -2.235 4.758 0.01 0.03 -0.03
H -3.650 -1.679 3.306 0.05 0.01 0.02
H -4.318 -2.991 4.270 0.03 0.03 0.04
H -2.997 -4.886 0.703 -0.07 -0.02 -0.03
H -4.386 -3.920 1.235 0.04 0.01 -0.03
H -4.073 -5.507 1.951 -0.06 0.03 0.00
H -1.531 -6.066 3.374 0.05 0.01 0.03
H -2.723 -5.614 4.587 0.04 0.02 0.05
H -1.083 -4.941 4.663 -0.05 0.00 0.03
H 1.620 -0.117 0.294 -0.01 -0.04 0.01
H 2.639 -0.235 1.706 0.02 0.08 -0.14
H -0.067 0.561 2.535 0.02 0.03 -0.05
H 0.649 1.699 1.368 0.00 -0.03 0.03
H 1.673 -6.511 0.079 -0.05 -0.07 0.21
H 2.566 -4.862 3.505 0.15 -0.19 -0.18
C -1.518 -0.991 -4.360 -0.02 0.02 -0.01
C -1.539 -1.194 -2.850 0.06 0.06 -0.06
C -1.784 0.088 -2.043 -0.06 -0.04 0.07
O -0.659 0.936 -1.931 0.02 0.04 0.04
C -0.447 1.837 -3.001 0.09 0.05 0.02
N -0.306 -1.868 -2.441 -0.06 0.04 0.19
H -0.589 -0.521 -4.684 -0.01 0.02 0.02
H -1.590 -1.953 -4.865 0.03 -0.01 0.00
H -2.351 -0.367 -4.688 0.00 0.00 0.00
H -2.375 -1.861 -2.613 0.00 0.00 0.01
H -2.023 -0.202 -1.015 0.00 0.01 0.00
H -2.645 0.643 -2.438 0.02 0.00 -0.04
H -1.394 2.197 -3.414 -0.01 -0.03 -0.01
H 0.146 1.386 -3.801 -0.07 -0.01 -0.05
H 0.114 2.683 -2.606 0.02 -0.01 0.00
H -0.368 -2.081 -1.448 0.04 -0.15 -0.02
H 0.450 -1.192 -2.511 0.04 -0.04 -0.06
C 2.248 7.159 -0.304 -0.01 0.02 0.03
C 1.430 6.759 -1.526 0.11 0.04 0.02
C 1.067 5.270 -1.570 -0.14 -0.01 -0.05
O 2.124 4.408 -1.942 0.02 0.01 0.04
C 2.997 4.028 -0.895 -0.01 -0.07 -0.03
N 2.124 7.210 -2.732 -0.06 -0.09 -0.04
H 3.286 6.839 -0.398 -0.01 -0.02 0.00
H 2.251 8.243 -0.198 0.02 0.00 -0.02
H 1.837 6.725 0.610 0.00 -0.01 0.00
H 0.478 7.299 -1.480 -0.02 -0.03 0.01
H 0.299 5.132 -2.336 0.02 -0.01 -0.02
H 0.637 4.947 -0.612 0.02 0.03 0.02
H 2.457 3.919 0.051 0.01 0.00 0.01
H 3.811 4.743 -0.757 -0.02 0.02 0.03
H 3.428 3.065 -1.167 0.00 0.00 0.00
H 1.535 7.066 -3.546 -0.02 0.05 0.00
H 2.931 6.611 -2.880 0.03 0.03 0.02
```
Forces are in eV/Å.

Results of the Löwdin charge analysis, in e, for atoms 1 through 4: number 1, C, carries -0.19; number 2, Si, carries 0.60; number 3, C, carries -0.18; number 4, C, carries -0.18

---

No. 3
DFT (ωB97M-V/def2-TZVPD) results for a structure of composition C47H50AsBrClGeN3O3Re.

Values from the calculation:
gap between HOMO and LUMO (spin up / spin down) = 6.0538 / 4.3657 eV
HOMO (spin up / spin down) = -15.159 / -15.138 eV
relative energy (zero: lowest compared OMol25 entry of this formula, charge and spin) = 0.0 kcal/mol
multiplicity = 3
E_LUMO (spin up / spin down) = -9.11 / -10.77 eV
total charge = +3

Structure (XYZ):
```
108
Properties=species:S:1:pos:R:3:forces:R:3
Re -0.293 1.307 0.215 0.40 0.34 -0.09
O -0.897 6.772 -1.977 -0.06 -0.01 -0.06
C -2.057 6.103 -1.750 0.04 0.03 0.03
C -3.221 6.844 -1.956 0.00 0.00 0.01
C -4.456 6.268 -1.761 0.00 0.00 -0.01
C -4.567 4.936 -1.353 0.02 -0.02 0.01
C -3.422 4.204 -1.144 -0.01 0.00 -0.06
C -2.154 4.773 -1.333 -0.02 -0.01 0.01
C -0.948 3.919 -1.076 -0.03 -0.08 0.00
O -1.062 3.091 0.012 -0.05 0.22 0.02
N -0.731 3.033 -2.266 -0.05 0.04 0.00
N -0.677 1.736 -2.130 -0.09 -0.05 0.10
C -0.600 1.035 -3.263 0.03 -0.11 -0.10
C -0.835 -0.338 -3.399 -0.07 0.11 0.13
Br -1.943 -1.193 -2.148 0.11 -0.06 0.22
C -0.513 -1.065 -4.544 0.01 0.06 -0.13
C 0.387 -0.711 -5.569 0.03 -0.03 0.02
C 0.232 -1.378 -6.816 -0.01 0.01 0.02
C 1.005 -1.027 -7.895 0.01 0.00 -0.01
C 1.985 -0.044 -7.747 -0.01 -0.01 0.01
C 2.206 0.580 -6.512 0.00 0.00 -0.01
C 1.426 0.251 -5.433 -0.03 -0.02 0.01
H -0.108 6.246 -1.826 0.03 -0.01 0.05
H -3.119 7.875 -2.268 -0.01 0.00 0.00
H -5.347 6.857 -1.928 0.00 0.00 0.01
H -5.539 4.490 -1.200 0.00 0.01 0.00
H -3.490 3.173 -0.819 0.00 -0.02 0.02
H -0.032 4.520 -0.981 0.00 -0.03 -0.04
H -0.905 3.426 -3.189 0.03 0.01 0.00
H -0.452 1.591 -4.186 0.13 0.00 0.01
H -1.038 -2.006 -4.673 -0.03 0.02 -0.01
H -0.535 -2.136 -6.916 0.01 -0.01 0.01
H 0.866 -1.514 -8.850 0.00 0.00 0.00
H 2.607 0.219 -8.593 0.00 0.00 0.00
H 3.011 1.294 -6.410 0.00 0.00 0.00
H 1.656 0.664 -4.460 -0.01 0.01 0.01
O 0.520 -1.510 0.256 0.01 0.10 0.17
N 0.201 -0.361 0.354 -0.38 -0.24 -0.33
C 0.178 -5.931 -2.760 0.00 0.00 -0.01
C 1.344 -5.259 -2.408 0.02 0.00 0.01
C 1.391 -4.532 -1.230 -0.04 -0.01 0.00
C 0.263 -4.471 -0.405 0.07 0.04 -0.05
C -0.906 -5.146 -0.765 0.03 0.01 -0.04
C -0.944 -5.876 -1.944 -0.01 0.00 0.02
Ge 0.318 -3.515 1.233 0.02 -0.05 0.00
C 1.951 -3.301 2.180 -0.10 -0.05 0.05
C 2.088 -2.211 3.042 0.07 -0.02 0.04
C 3.249 -2.047 3.775 0.02 0.03 0.02
C 4.274 -2.980 3.661 0.01 0.03 -0.01
C 4.146 -4.065 2.807 -0.01 -0.03 -0.04
C 2.985 -4.230 2.063 0.05 0.00 -0.03
C -1.368 -3.360 2.126 0.03 0.09 -0.04
C -2.470 -2.788 1.487 -0.06 -0.06 0.03
C -3.726 -2.845 2.070 0.04 0.06 -0.02
C -3.890 -3.480 3.296 0.01 0.00 0.03
C -2.801 -4.049 3.939 0.01 0.00 0.02
C -1.540 -3.990 3.359 0.07 0.08 0.07
H 0.150 -6.517 -3.669 0.00 0.00 0.00
H 2.219 -5.326 -3.040 0.00 0.00 0.00
H 2.306 -4.023 -0.947 0.00 0.00 0.00
H -1.778 -5.118 -0.123 0.00 0.00 0.00
H -1.841 -6.416 -2.217 0.00 0.00 0.00
H 1.282 -1.492 3.135 -0.06 0.05 0.04
H 3.357 -1.206 4.448 0.00 -0.01 -0.01
H 5.177 -2.862 4.245 0.01 0.01 0.00
H 4.946 -4.788 2.725 0.00 0.00 0.01
H 2.888 -5.086 1.406 0.00 0.00 0.00
H -2.348 -2.311 0.523 0.00 0.03 -0.10
H -4.581 -2.413 1.565 0.00 0.00 0.00
H -4.872 -3.541 3.746 0.00 0.00 0.00
H -2.932 -4.547 4.891 0.00 -0.01 0.00
H -0.699 -4.443 3.873 0.01 0.00 0.00
C 1.410 3.261 3.781 -0.02 0.01 0.00
C 0.065 3.569 3.127 0.03 0.04 0.00
As -0.880 1.951 2.626 0.09 -0.11 0.09
C -0.694 0.831 4.201 0.00 -0.05 -0.06
C -1.744 -0.261 4.340 -0.01 -0.03 0.00
C -2.764 2.396 2.494 -0.06 -0.05 -0.01
C -3.575 1.358 1.721 0.01 0.00 0.04
H 1.995 4.175 3.877 0.00 0.00 0.00
H 1.994 2.542 3.205 -0.02 0.03 0.02
H 1.281 2.856 4.784 0.00 -0.01 0.00
H 0.158 4.187 2.235 0.00 -0.03 -0.01
H -0.598 4.093 3.819 -0.02 0.01 -0.03
H -0.762 1.550 5.021 0.01 -0.03 0.03
H 0.317 0.430 4.212 0.08 -0.01 -0.04
H -2.729 0.154 4.555 0.00 0.00 -0.03
H -1.479 -0.915 5.171 -0.02 0.01 0.02
H -1.817 -0.879 3.446 0.00 -0.07 -0.04
H -2.817 3.379 2.027 0.04 -0.01 -0.02
H -3.122 2.488 3.521 -0.03 0.05 -0.01
H -3.117 1.106 0.756 -0.01 0.03 -0.04
H -4.572 1.743 1.508 -0.01 -0.01 0.02
H -3.686 0.430 2.282 0.03 -0.02 -0.02
Cl 6.643 -0.935 1.450 -0.01 -0.04 0.04
C 5.192 -0.114 1.025 -0.04 0.01 -0.01
C 4.371 -0.641 0.034 0.02 0.00 0.02
C 3.225 0.040 -0.329 -0.08 0.01 0.05
C 2.870 1.240 0.293 0.14 0.06 -0.09
C 1.688 2.012 -0.169 -0.51 -0.32 0.20
C 3.715 1.753 1.274 -0.04 0.00 0.03
C 4.870 1.083 1.646 0.01 -0.02 0.00
H 4.652 -1.563 -0.457 0.00 0.00 0.00
H 2.600 -0.366 -1.117 0.00 -0.01 -0.02
H 1.638 2.048 -1.262 0.13 0.09 -0.03
H 1.665 3.031 0.227 0.07 0.03 0.00
H 3.497 2.712 1.727 0.02 -0.01 -0.02
H 5.533 1.497 2.393 0.00 0.00 0.00
```
Forces are in eV/Å.

Results of the Löwdin charge analysis, in e, for atoms 1 through 4: number 1, Re, carries 1.35; number 2, O, carries 0.09; number 3, C, carries -0.25; number 4, C, carries 0.02

---

No. 4
DFT (ωB97M-V/def2-TZVPD) results for a structure of composition C31H31BN10ORb.

Values from the calculation:
gap between HOMO and LUMO (spin up / spin down) = 7.3653 / 7.6837 eV
HOMO (spin up / spin down) = -7.581 / -8.498 eV
relative energy (zero: lowest compared OMol25 entry of this formula, charge and spin) = 0.0 kcal/mol
multiplicity = 2
E_LUMO (spin up / spin down) = -0.22 / -0.81 eV

Structure (XYZ):
```
75
Properties=species:S:1:pos:R:3:forces:R:3
Rb -0.669 0.025 1.284 -0.07 0.49 0.22
C -1.678 1.233 4.438 0.00 -0.04 0.04
C -0.593 2.074 4.230 0.02 0.02 0.05
C -0.670 3.086 3.282 0.03 0.02 0.00
C -1.825 3.245 2.528 -0.01 0.05 -0.01
C -2.910 2.407 2.742 -0.07 0.01 -0.06
C -2.842 1.409 3.703 0.00 -0.17 -0.05
H -1.618 0.439 5.172 0.01 0.02 0.02
H 0.309 1.950 4.815 0.01 -0.01 -0.01
H 0.173 3.747 3.130 0.01 0.00 -0.01
H -1.882 4.028 1.783 0.01 0.00 -0.01
H -3.816 2.529 2.162 -0.01 0.04 0.01
H -3.688 0.753 3.863 -0.01 0.00 0.01
C 2.649 -0.656 -0.705 -0.12 -0.01 -0.04
C 2.724 -1.008 0.653 0.01 0.02 0.07
N 1.723 -1.793 1.011 -0.12 -0.09 0.18
N 0.966 -1.958 -0.095 0.03 -0.02 -0.02
C 1.510 -1.295 -1.139 -0.09 0.00 -0.14
B -0.225 -2.951 -0.164 -0.04 -0.01 -0.13
N -1.403 -2.317 -0.983 0.04 0.08 0.06
C -1.524 -2.326 -2.328 0.05 -0.07 -0.14
C -2.655 -1.622 -2.674 0.10 -0.05 -0.03
C -3.173 -1.206 -1.441 -0.05 0.08 0.06
N -2.418 -1.609 -0.433 0.12 -0.09 0.19
N -0.648 -3.381 1.248 -0.09 -0.10 0.14
C -0.590 -4.639 1.738 0.08 -0.05 -0.08
C -1.013 -4.618 3.046 0.05 -0.16 -0.13
C -1.314 -3.272 3.277 -0.03 0.12 0.05
N -1.091 -2.534 2.204 -0.04 -0.01 -0.07
N 0.225 -4.185 -0.951 -0.05 -0.07 -0.18
C -0.548 -5.165 -1.481 -0.03 -0.08 0.24
C 0.275 -6.209 -1.828 -0.11 0.06 -0.19
C 1.563 -5.749 -1.498 0.00 0.01 0.08
N 1.523 -4.542 -0.966 0.22 0.00 0.10
H 3.326 -0.045 -1.275 0.01 0.02 -0.02
H 3.453 -0.712 1.391 0.07 -0.02 -0.03
H 1.053 -1.353 -2.114 0.05 0.05 -0.03
H -0.812 -2.858 -2.938 -0.01 0.01 -0.04
H -3.051 -1.460 -3.661 -0.02 0.01 -0.03
H -4.069 -0.640 -1.239 -0.02 0.03 -0.02
H -0.238 -5.446 1.119 0.00 -0.08 0.06
H -1.088 -5.450 3.722 -0.01 -0.02 0.03
H -1.685 -2.807 4.178 0.01 0.00 0.01
H -1.618 -5.053 -1.541 -0.03 -0.03 0.00
H -0.013 -7.145 -2.273 0.01 -0.02 -0.03
H 2.513 -6.243 -1.623 0.02 -0.03 -0.01
N -2.086 2.974 -5.845 0.06 -0.06 -0.09
C -2.942 2.647 -4.847 -0.10 0.26 0.06
O -4.145 2.611 -5.003 0.00 -0.12 -0.02
C -2.325 2.371 -3.503 0.03 -0.11 0.17
C -3.164 2.387 -2.396 0.05 0.00 -0.04
C -2.625 2.128 -1.148 -0.10 0.00 -0.11
N -1.337 1.866 -0.946 0.07 0.04 0.07
C -0.540 1.840 -2.009 0.09 -0.03 -0.04
C -0.982 2.080 -3.301 -0.06 -0.01 0.03
H -2.488 3.227 -6.731 0.02 0.01 0.00
H -1.117 3.169 -5.676 0.00 0.00 -0.02
H -4.218 2.584 -2.523 -0.01 0.01 -0.03
H -3.262 2.107 -0.271 0.00 0.05 0.02
H 0.502 1.600 -1.821 0.00 -0.01 -0.02
H -0.274 1.999 -4.115 -0.01 0.01 -0.04
C 2.033 2.082 1.639 -0.06 -0.01 -0.05
C 3.324 2.548 1.379 0.07 0.01 -0.02
C 3.574 3.464 0.326 0.06 -0.02 0.05
C 4.852 3.908 0.069 -0.01 0.01 -0.02
C 5.924 3.457 0.837 0.07 0.03 -0.02
C 5.702 2.555 1.874 -0.01 -0.02 0.03
C 4.429 2.108 2.149 0.02 0.04 -0.08
H 1.197 2.417 1.041 -0.05 0.03 -0.03
H 1.857 1.352 2.415 -0.01 0.00 0.08
H 2.747 3.812 -0.279 -0.04 -0.01 0.01
H 5.024 4.611 -0.736 0.01 0.00 -0.01
H 6.926 3.807 0.627 0.00 0.00 0.00
H 6.535 2.201 2.468 0.01 0.01 0.01
H 4.263 1.409 2.960 -0.04 -0.02 0.01
```
Forces are in eV/Å.

Results of the Löwdin charge analysis, in e, for atoms 1 through 4: number 1, Rb, carries 0.87; number 2, C, carries -0.10; number 3, C, carries -0.10; number 4, C, carries -0.11

---

Maximum force / eV Å⁻¹: 0.402 0.994 0.632 0.542
Electronic energy / eV: -48069.6722 -44703.8263 -262184.8195 -50932.8171